{
  "formula": "C31H44HgN4OP2",
  "method": "wB97M-V/def2-TZVPD",
  "species": ["Hg", "C", "C", "C", "C", "C", "C", "C", "C", "C", "H", "H", "H", "H", "H", "H", "H", "H", "H", "H", "H", "H", "H", "H", "H", "P", "P", "N", "N", "N", "N", "C", "C", "C", "C", "C", "C", "C", "C", "C", "C", "C", "C", "C", "C", "C", "C", "C", "C", "H", "H", "H", "H", "H", "H", "H", "H", "H", "H", "H", "H", "H", "H", "H", "H", "H", "H", "H", "H", "C", "C", "C", "C", "O", "H", "H", "H", "H", "H", "H", "H", "H", "H"],
  "positions_angstrom": [[0.2146, -1.8396, -0.3649], [3.5079, 4.1719, 1.6326], [2.2046, 4.2609, 1.9053], [1.2894, 5.2317, 1.2181], [1.4650, 5.3797, -0.3066], [1.7666, 4.1042, -1.0499], [3.0156, 3.6838, -1.2691], [4.2122, 4.4895, -0.8186], [4.2154, 5.0310, 0.6401], [0.2942, -3.4536, -1.7623], [4.1757, 3.5325, 2.2094], [1.7741, 3.7289, 2.7578], [1.3973, 6.2324, 1.6757], [0.2554, 4.9196, 1.4221], [0.5165, 5.7777, -0.7000], [2.2145, 6.1586, -0.5138], [0.9026, 3.6025, -1.4886], [3.2394, 2.8083, -1.8872], [4.3752, 5.3681, -1.4720], [5.1062, 3.8586, -0.9336], [5.2720, 5.0754, 0.9505], [3.8600, 6.0719, 0.6581], [0.6741, -4.3189, -1.2041], [0.8991, -3.2580, -2.6620], [-0.7635, -3.6325, -2.0215], [-0.6533, 0.1254, -1.7982], [-0.7824, -0.3013, 1.4065], [0.5489, 0.2547, -2.9994], [-2.1080, -0.0978, -2.6451], [0.8351, 0.0719, 1.9306], [-1.5302, -0.5836, 2.9193], [-0.7947, 1.5874, -0.7350], [-1.4070, 1.2561, 0.6608], [1.7412, -0.5040, -2.9776], [2.4861, -0.1894, -4.0957], [1.7543, 0.8075, -4.8326], [0.5720, 1.0550, -4.1514], [-2.3980, -1.1924, -3.4931], [-3.6976, -1.0664, -3.9463], [-4.2453, 0.1339, -3.3731], [-3.2622, 0.7017, -2.5799], [1.8962, -0.8509, 1.9194], [3.0651, -0.1839, 2.2395], [2.7166, 1.1712, 2.5171], [1.3519, 1.3069, 2.2943], [-1.5978, 0.2869, 4.0281], [-2.4534, -0.2642, 4.9688], [-2.9244, -1.5238, 4.4447], [-2.3284, -1.7115, 3.2080], [-1.4002, 2.3524, -1.2477], [0.2152, 2.0126, -0.6045], [-1.2778, 2.0999, 1.3587], [-2.4973, 1.1063, 0.5522], [1.9248, -1.2113, -2.1786], [3.4428, -0.6202, -4.3560], [2.0820, 1.2750, -5.7463], [-0.2501, 1.7200, -4.3508], [-1.6567, -1.9598, -3.6599], [-4.2182, -1.7435, -4.6123], [-5.2444, 0.5150, -3.5352], [-3.2685, 1.5802, -1.9554], [1.7289, -1.8881, 1.6504], [4.0637, -0.5988, 2.2745], [3.3884, 1.9507, 2.8274], [0.7099, 2.1720, 2.3080], [-1.0224, 1.2024, 4.0320], [-2.7263, 0.1727, 5.9202], [-3.6275, -2.1818, 4.9338], [-2.3639, -2.5323, 2.5016], [-1.1736, -6.3094, 1.7989], [-2.0513, -5.4356, 0.8758], [-2.0191, -6.0491, -0.5291], [-3.5008, -5.6341, 1.3807], [-1.6486, -4.1572, 0.8462], [-1.4408, -7.3728, 1.7281], [-1.2900, -5.9788, 2.8355], [-0.1173, -6.1811, 1.5479], [-2.3729, -7.0840, -0.5435], [-2.6584, -5.4476, -1.1772], [-1.0032, -6.0080, -0.9230], [-3.6015, -5.3222, 2.4246], [-4.1974, -5.0272, 0.7947], [-3.7969, -6.6903, 1.3033]],
  "e_tot_ha": -2337.82187,
  "homo_energy_ev": -5.83,
  "orbital_gap_ev": 5.19
}

---

{
  "formula": "C3F27HfO13P3S4",
  "method": "wB97M-V/def2-TZVPD",
  "species": ["Hf", "S", "O", "O", "O", "O", "C", "F", "F", "F", "S", "O", "O", "O", "C", "F", "F", "F", "S", "O", "O", "O", "C", "F", "F", "F", "S", "O", "O", "O", "P", "F", "F", "F", "F", "F", "F", "P", "F", "F", "F", "F", "F", "F", "P", "F", "F", "F", "F", "F", "F"],
  "positions_angstrom": [[0.3316, 0.0811, 0.1376], [1.6120, 1.9423, -1.8332], [1.4102, 0.4825, -1.7602], [3.0134, 2.2642, -1.4926], [1.1036, 2.6143, -2.9866], [0.7079, 2.0965, -0.7046], [3.5533, -3.2520, -1.0767], [4.5690, -3.0777, -0.2234], [3.5414, -2.3046, -1.9770], [3.7284, -4.3643, -1.7704], [1.8250, -3.2841, -0.2287], [2.0530, -3.9322, 1.0472], [1.4074, -1.8817, -0.0904], [0.8809, -3.9173, -1.1634], [-2.1355, -0.3865, -4.0254], [-3.4650, -0.4384, -3.9168], [-1.8206, -0.7286, -5.2971], [-1.7009, 0.8463, -3.7692], [-1.2815, -1.6092, -2.7432], [-2.2857, -2.6588, -2.4168], [-0.0843, -2.1520, -3.3827], [-0.8295, -0.7641, -1.5998], [-3.3843, 2.6604, -1.4128], [-3.7098, 3.7189, -0.6255], [-4.2639, 2.4548, -2.3517], [-2.2658, 2.9630, -2.0143], [-3.2467, 1.0207, -0.3404], [-4.1897, 1.1624, 0.7752], [-3.6199, -0.1065, -1.1623], [-1.8780, 0.9354, 0.1139], [-1.4198, -1.8947, 2.3043], [-1.7908, -1.7020, 3.8895], [-2.8411, -1.3271, 1.7297], [-0.9238, -0.3719, 2.0875], [-1.0566, -1.8292, 0.7335], [0.1777, -2.1897, 2.6897], [-1.9096, -3.5139, 2.2500], [-0.4812, 2.9132, 2.7035], [-1.2669, 4.1449, 3.3956], [-0.8983, 3.6271, 1.2781], [0.9485, 3.7762, 2.6389], [0.2948, 1.7020, 1.9661], [-0.1355, 2.1408, 4.0961], [-1.8602, 1.9677, 2.7121], [3.4625, 0.2990, 2.0158], [2.9497, 1.4767, 2.9409], [1.9666, -0.2849, 2.1327], [2.6662, 0.9340, 0.7864], [3.7482, -0.8797, 0.9919], [4.7625, 1.1026, 1.6446], [4.0314, -0.4761, 3.3044]],
  "e_tot_ha": -6454.41226,
  "homo_energy_ev": 0.80,
  "orbital_gap_ev": 7.45,
  "charge": -4,
  "relative_energy_kj_mol": 449.8
}

---

{
  "formula": "C78H188N12O22",
  "method": "wB97M-V/def2-TZVPD",
  "species": ["C", "C", "C", "C", "C", "C", "N", "O", "C", "C", "C", "H", "H", "H", "H", "H", "H", "H", "H", "H", "H", "H", "H", "H", "H", "H", "H", "H", "H", "H", "C", "C", "C", "C", "C", "C", "N", "O", "C", "C", "C", "H", "H", "H", "H", "H", "H", "H", "H", "H", "H", "H", "H", "H", "H", "H", "H", "H", "H", "H", "C", "O", "C", "C", "N", "C", "C", "O", "C", "H", "H", "H", "H", "H", "H", "H", "H", "H", "H", "H", "H", "H", "H", "H", "C", "O", "C", "C", "N", "C", "C", "O", "C", "H", "H", "H", "H", "H", "H", "H", "H", "H", "H", "H", "H", "H", "H", "H", "C", "O", "C", "C", "N", "C", "C", "O", "C", "H", "H", "H", "H", "H", "H", "H", "H", "H", "H", "H", "H", "H", "H", "H", "C", "O", "C", "C", "N", "C", "C", "O", "C", "H", "H", "H", "H", "H", "H", "H", "H", "H", "H", "H", "H", "H", "H", "H", "C", "O", "C", "C", "N", "C", "C", "O", "C", "H", "H", "H", "H", "H", "H", "H", "H", "H", "H", "H", "H", "H", "H", "H", "C", "O", "C", "C", "N", "C", "C", "O", "C", "H", "H", "H", "H", "H", "H", "H", "H", "H", "H", "H", "H", "H", "H", "H", "C", "O", "C", "C", "N", "C", "C", "O", "C", "H", "H", "H", "H", "H", "H", "H", "H", "H", "H", "H", "H", "H", "H", "H", "C", "O", "C", "C", "N", "C", "C", "O", "C", "H", "H", "H", "H", "H", "H", "H", "H", "H", "H", "H", "H", "H", "H", "H", "C", "O", "C", "C", "N", "C", "C", "O", "C", "H", "H", "H", "H", "H", "H", "H", "H", "H", "H", "H", "H", "H", "H", "H", "C", "O", "C", "C", "N", "C", "C", "O", "C", "H", "H", "H", "H", "H", "H", "H", "H", "H", "H", "H", "H", "H", "H", "H"],
  "positions_angstrom": [[-4.5455, -3.6764, 3.5640], [-5.5701, -3.3060, 2.5169], [-6.9914, -3.4097, 3.1210], [-8.0405, -2.6450, 2.2963], [-7.5841, -1.2107, 2.0895], [-6.2939, -1.1753, 1.2802], [-5.3054, -1.9535, 2.0109], [-4.0590, -1.7556, 1.4027], [-6.4980, -1.5265, -0.1929], [-5.7903, 0.2963, 1.3377], [-5.4878, -4.3707, 1.4026], [-3.4882, -3.6251, 3.2955], [-4.7871, -4.6222, 4.0435], [-4.5717, -2.8129, 4.2451], [-7.2592, -4.4691, 3.1109], [-7.0235, -3.1717, 4.1880], [-8.9976, -2.6937, 2.8258], [-8.2910, -3.2015, 1.3907], [-7.4448, -0.6876, 3.0364], [-8.3694, -0.6750, 1.5482], [-6.9689, -0.6565, -0.6568], [-5.5433, -1.6287, -0.7094], [-7.1328, -2.4027, -0.3058], [-5.4459, 0.5820, 2.3298], [-4.9440, 0.4009, 0.6566], [-6.5398, 1.0347, 1.0466], [-4.4278, -4.4087, 1.1273], [-5.9617, -4.1437, 0.4467], [-5.8085, -5.3516, 1.7504], [-3.4715, -1.3324, 2.0483], [5.3896, -2.6025, 1.5217], [6.3579, -1.5811, 0.9009], [7.7141, -2.2999, 0.7811], [8.6724, -1.6766, -0.2027], [7.9231, -1.5794, -1.5102], [6.5721, -0.8062, -1.5561], [5.7659, -1.3380, -0.4631], [4.5429, -0.6197, -0.3577], [6.8848, 0.6924, -1.5980], [5.9730, -1.1916, -2.9020], [6.5165, -0.3091, 1.7380], [4.4280, -2.1070, 1.6886], [5.7197, -2.8382, 2.5380], [5.2064, -3.4933, 0.9286], [8.1512, -2.2265, 1.7819], [7.5184, -3.3435, 0.5323], [9.6192, -2.2148, -0.2792], [9.0126, -0.6722, 0.0756], [7.8225, -2.5543, -2.0044], [8.6144, -1.1911, -2.2737], [7.2469, 1.0876, -0.6465], [7.6698, 0.9258, -2.3176], [6.0148, 1.3061, -1.8467], [5.7785, -2.2493, -3.0602], [4.9559, -0.7730, -2.8462], [6.4507, -0.7106, -3.7529], [7.1923, 0.3856, 1.2432], [6.8906, -0.5642, 2.7313], [5.5763, 0.2179, 1.9124], [3.9578, -1.3890, -0.2366], [2.0328, -6.1858, 7.6077], [0.6546, -5.9221, 7.5421], [0.1038, -6.2990, 6.2672], [-1.1764, -5.5425, 6.0058], [-1.1901, -4.2158, 6.6463], [-2.5471, -3.7188, 6.7578], [-2.5929, -2.5817, 7.7707], [-2.9481, -3.0528, 9.0717], [-3.1883, -2.0605, 10.0023], [2.4736, -5.5891, 8.4071], [2.5983, -5.8416, 6.7326], [2.3148, -7.2318, 7.7480], [-0.1029, -7.3735, 6.2587], [0.8808, -6.1347, 5.5169], [-2.0471, -6.1592, 6.2712], [-1.2726, -5.4709, 4.9147], [-0.6675, -4.4483, 7.4852], [-3.1982, -4.5199, 7.1340], [-3.0100, -3.3610, 5.8428], [-3.3672, -1.8761, 7.4416], [-1.6769, -2.0058, 7.9286], [-3.9540, -1.3176, 9.7396], [-2.2913, -1.5203, 10.3370], [-3.5827, -2.4886, 10.9283], [0.8282, -0.3849, 9.6007], [1.8512, -1.3474, 9.4224], [1.4690, -2.3694, 8.5357], [1.4437, -1.9507, 7.0402], [2.7535, -1.4466, 6.6643], [2.6678, -0.7354, 5.3636], [4.0696, -0.4417, 4.8350], [4.4144, 0.8507, 5.3477], [5.7947, 1.0852, 5.3087], [0.6239, 0.1054, 8.6472], [1.1175, 0.2884, 10.4024], [-0.1261, -0.8287, 9.9128], [0.4548, -2.7257, 8.7663], [2.1128, -3.2377, 8.6771], [0.6027, -1.2503, 6.9687], [1.2191, -2.8782, 6.5132], [3.2558, -0.8947, 7.3463], [2.1387, 0.2211, 5.4142], [2.1590, -1.4837, 4.7531], [3.9599, -0.5413, 3.7485], [4.8001, -1.1649, 5.1993], [5.9577, 2.0800, 5.7351], [6.1567, 1.2126, 4.2794], [6.3766, 0.3464, 5.8676], [-2.4883, -1.4741, -1.6949], [-2.1265, -0.9111, -2.9170], [-2.9508, -1.2437, -4.0029], [-2.2730, -0.9215, -5.3402], [-3.1414, -1.1209, -6.4804], [-3.2621, -2.5318, -6.8339], [-3.9079, -2.6907, -8.2147], [-2.9600, -2.1285, -9.0946], [-3.2094, -2.1942, -10.4837], [-2.5298, -2.5697, -1.6479], [-3.4785, -1.0945, -1.3965], [-1.7538, -1.1094, -0.9726], [-3.8610, -0.6308, -3.9444], [-3.2679, -2.2922, -3.9812], [-1.3401, -1.4982, -5.3332], [-2.0060, 0.1381, -5.3263], [-2.8109, -0.6407, -7.3073], [-3.8548, -3.0390, -6.0669], [-2.3177, -3.0921, -6.8464], [-4.7784, -2.0164, -8.1898], [-4.2644, -3.6699, -8.5432], [-4.2851, -2.2882, -10.6599], [-2.6694, -3.0501, -10.8945], [-2.8710, -1.2943, -10.9919], [5.7965, 0.1728, -3.9763], [4.6637, 0.7918, -4.5560], [4.6135, 2.1755, -4.2659], [3.5468, 2.8262, -5.1405], [2.2549, 2.5310, -4.5833], [1.0837, 3.2895, -5.0408], [-0.1134, 2.7739, -4.2710], [-1.3049, 3.3412, -4.7757], [-2.4126, 3.0275, -3.9681], [5.7925, 0.3173, -2.8900], [6.6897, 0.5746, -4.4618], [5.7324, -0.9014, -4.1488], [5.5310, 2.7409, -4.4811], [4.3948, 2.2978, -3.2016], [3.6855, 2.5368, -6.1929], [3.7011, 3.9101, -5.1106], [2.0882, 1.5316, -4.6427], [0.9782, 3.1294, -6.1213], [1.3396, 4.3297, -4.8326], [-0.0600, 3.1577, -3.2441], [-0.1952, 1.6877, -4.4038], [-3.3087, 3.5900, -4.2127], [-2.1655, 3.2618, -2.9276], [-2.6192, 1.9548, -4.0599], [-0.9288, -5.1268, 1.6370], [0.0428, -4.1222, 1.4784], [-0.2992, -3.1836, 0.4930], [0.8323, -2.1601, 0.2854], [2.1107, -2.7868, -0.1306], [2.2863, -2.8173, -1.5689], [3.5327, -3.5577, -2.1071], [3.4574, -4.9697, -2.1542], [3.1283, -5.7299, -1.0081], [-1.8914, -4.6912, 1.9260], [-0.6640, -5.8094, 2.4444], [-1.0545, -5.7358, 0.7371], [-1.2370, -2.6640, 0.7088], [-0.3564, -3.6646, -0.4952], [1.0282, -1.6264, 1.2145], [0.5157, -1.5180, -0.5339], [2.0367, -3.7382, 0.1978], [2.4116, -1.8229, -2.0144], [1.3946, -3.2058, -2.0881], [4.4065, -3.2870, -1.4970], [3.7481, -3.2218, -3.1203], [3.9068, -5.6051, -0.2484], [3.0541, -6.7672, -1.3194], [2.1730, -5.4223, -0.5860], [3.1933, 1.9707, 1.2355], [2.0075, 2.7664, 1.2107], [2.1498, 4.1709, 1.4364], [2.7459, 4.8624, 0.2280], [1.8674, 4.6086, -0.9163], [2.0323, 5.3872, -2.1119], [1.3014, 6.7142, -2.0638], [1.3781, 7.3528, -3.3261], [0.2039, 8.0159, -3.7347], [2.8903, 0.9376, 1.0791], [3.7272, 2.1449, 2.1721], [3.7411, 2.2753, 0.3386], [2.7481, 4.2741, 2.3490], [1.1498, 4.5484, 1.6397], [3.7630, 4.5193, 0.0011], [2.8009, 5.9275, 0.4677], [1.9430, 3.6260, -1.1565], [1.7532, 4.7700, -2.9687], [3.0669, 5.7290, -2.3093], [1.7006, 7.3019, -1.2276], [0.2333, 6.6203, -1.8231], [-0.6631, 7.3730, -3.5377], [0.2621, 8.2282, -4.7981], [0.0057, 8.9267, -3.1603], [2.4213, 1.3747, -2.6407], [1.4425, 1.8503, -1.7470], [0.1658, 1.2683, -1.9465], [-0.8281, 1.6724, -0.8631], [-0.2916, 1.0399, 0.3639], [-0.9627, 1.5465, 1.5388], [-0.7947, 0.5970, 2.7340], [-1.6134, -0.5486, 2.5143], [-1.4591, -1.4329, 3.5979], [3.3641, 1.8644, -2.3775], [2.2879, 1.5620, -3.7097], [2.6191, 0.3229, -2.4086], [0.2816, 0.1798, -1.9316], [-0.1848, 1.5968, -2.9300], [-1.8146, 1.2373, -1.0032], [-0.8559, 2.7688, -0.9078], [0.6981, 1.2025, 0.4965], [-2.0384, 1.6545, 1.3703], [-0.6109, 2.5444, 1.8316], [-0.9444, 1.0244, 3.7305], [0.2661, 0.3062, 2.7608], [-2.0658, -1.2581, 4.4969], [-0.4350, -1.5100, 3.9815], [-1.6910, -2.4524, 3.2758], [1.3388, -0.7838, -6.0092], [0.5668, -0.8051, -7.2058], [0.8871, 0.3158, -7.9956], [0.3159, 0.1799, -9.3893], [1.1901, -0.6234, -10.2586], [0.5798, -0.7747, -11.5821], [1.1482, -1.9287, -12.3975], [0.7979, -3.1729, -11.8685], [1.1179, -4.2391, -12.7216], [0.8963, -0.0906, -5.2894], [2.3909, -0.6426, -6.2637], [1.2653, -1.7829, -5.5738], [1.9742, 0.4200, -8.0925], [0.5216, 1.2781, -7.6094], [0.3035, 1.1501, -9.8952], [-0.7033, -0.2244, -9.4001], [1.4581, -1.5153, -9.8609], [0.8408, 0.1618, -12.0840], [-0.5104, -0.8563, -11.6332], [2.2396, -1.7878, -12.4450], [0.8390, -1.8664, -13.4509], [2.1869, -4.2550, -12.9857], [0.4246, -4.2367, -13.5620], [1.1590, -5.1972, -12.1945], [-0.7168, 9.8429, -4.5467], [-1.2947, 8.5801, -4.6636], [-2.0876, 8.2044, -3.5569], [-2.5965, 6.8129, -3.8570], [-3.5261, 6.3347, -2.8627], [-3.0113, 6.0130, -1.5438], [-3.9515, 5.1104, -0.7779], [-4.0729, 3.8879, -1.4828], [-4.4145, 2.8039, -0.6639], [-0.0462, 9.9207, -3.6795], [-1.4522, 10.6539, -4.5258], [-0.0367, 10.0163, -5.3840], [-2.9326, 8.8740, -3.3658], [-1.4889, 8.1623, -2.6371], [-1.7434, 6.1231, -3.9672], [-2.9581, 6.8128, -4.8882], [-4.1149, 5.5704, -3.1552], [-2.8470, 6.9192, -0.9451], [-1.9820, 5.6194, -1.5753], [-4.9068, 5.6048, -0.5921], [-3.3953, 4.9160, 0.1474], [-5.3346, 2.8505, -0.0755], [-3.6033, 2.7381, 0.0799], [-4.3290, 1.8689, -1.2167], [-5.2847, 0.3484, 5.0784], [-4.4859, 1.1259, 5.9241], [-3.4815, 1.8459, 5.2541], [-2.5811, 2.5334, 6.2638], [-1.7028, 1.5511, 6.8775], [-2.2193, 0.9558, 8.1000], [-2.1943, 1.8649, 9.3150], [-1.0060, 2.6399, 9.3807], [-0.9079, 3.3819, 10.5636], [-4.6256, -0.2745, 4.4594], [-5.9595, 0.9106, 4.4248], [-5.8908, -0.3373, 5.6713], [-3.9939, 2.5629, 4.5934], [-2.8680, 1.2046, 4.6084], [-3.2708, 3.0878, 6.9155], [-1.9390, 3.2873, 5.8068], [-0.8399, 1.9766, 7.2023], [-1.6975, 0.0526, 8.4230], [-3.2336, 0.5722, 7.9750], [-2.2242, 1.2358, 10.2172], [-3.0518, 2.5385, 9.4417], [-1.7183, 4.1141, 10.6657], [0.0380, 3.9167, 10.5826], [-0.9853, 2.7523, 11.4580]],
  "e_tot_ha": -5395.53753,
  "homo_energy_ev": -6.15,
  "orbital_gap_ev": 6.77,
  "relative_energy_kj_mol": 2249.8
}